one) The following is a quantum chemistry calculation of a cluster of 2 separate species, C3H7NO3 in total, from OMol25.

The value obtained for the highest occupied orbital energy is -0.3640 Eh. The SMILES is O=CCNC=O.O. Its lowest unoccupied orbital energy is 0.0262 Eh. The calculation puts the frontier orbital gap at 10.6 eV.

```
! RIJCOSX wB97M-V def2-TZVPD def2/J DEFGRID3
* xyz 0 1
O 3.32 -0.17 -0.75
C 2.48 0.61 -1.11
C 1.72 1.52 -0.16
N 0.87 0.85 0.85
C 0.21 -0.34 0.50
O 0.23 -0.88 -0.57
H 2.22 0.73 -2.17
H 2.42 2.04 0.48
H 1.17 2.32 -0.66
H 0.95 1.10 1.82
H -0.25 -0.80 1.40
O -6.71 -1.30 0.90
H -6.37 -2.19 0.66
H -7.44 -1.13 0.27
*
```

two) The following is a quantum chemistry calculation of a cluster of 2 separate species, C3H7NO3 in total, from OMol25.

The value obtained for the highest occupied orbital energy is -0.3688 Eh. The SMILES is O=CCNC=O.O. Its lowest unoccupied orbital energy is 0.0215 Eh. The calculation puts the frontier orbital gap at 10.6 eV.

```
! RIJCOSX wB97M-V def2-TZVPD def2/J DEFGRID3
* xyz 0 1
O -0.87 -2.12 -1.43
C 0.10 -1.47 -1.18
C -0.06 0.10 -1.16
N -1.25 0.41 -0.40
C -1.32 0.04 0.89
O -0.40 -0.59 1.41
H 1.12 -1.82 -0.94
H 0.76 0.51 -0.55
H 0.10 0.47 -2.16
H -1.99 0.98 -0.78
H -2.23 0.18 1.48
O 2.30 1.26 1.87
H 1.59 0.61 2.01
H 2.15 1.42 0.94
*
```

Of them, the most stable is two) and the least stable is one).

one) The following is a quantum chemistry calculation of a cluster of 2 separate species, C3H7NO3 in total, from OMol25.

The value obtained for the highest occupied orbital energy is -0.3750 Eh. The SMILES is CC(=O)NC=O.O. Its lowest unoccupied orbital energy is 0.0225 Eh. The calculation puts the frontier orbital gap at 10.8 eV.

```
! RIJCOSX wB97M-V def2-TZVPD def2/J DEFGRID3
* xyz 0 1
C -0.96 -1.22 -1.52
C -0.89 -0.47 -0.21
O -1.68 -0.70 0.68
N 0.28 0.27 0.10
C 1.14 0.81 -0.87
O 1.97 1.63 -0.57
H -1.15 -0.51 -2.35
H -1.84 -1.89 -1.46
H -0.11 -1.89 -1.65
H 0.23 0.48 1.11
H 1.01 0.09 -1.72
O 0.31 0.98 2.93
H 0.56 1.91 2.84
H 1.12 0.51 2.69
*
```

two) The following is a quantum chemistry calculation of a cluster of 2 separate species, C3H7NO3 in total, from OMol25.

The value obtained for the highest occupied orbital energy is -0.3310 Eh. The SMILES is C=C(O)/C=N\O.O. Its lowest unoccupied orbital energy is 0.0223 Eh. The calculation puts the frontier orbital gap at 9.6 eV.

```
! RIJCOSX wB97M-V def2-TZVPD def2/J DEFGRID3
* xyz 0 1
C 1.08 0.75 0.83
C -0.21 1.00 0.58
O -0.87 1.85 1.43
C -1.04 0.45 -0.50
N -0.76 -0.04 -1.64
O 0.49 -0.19 -2.10
H 1.54 1.23 1.67
H 1.65 0.00 0.31
H -1.77 2.00 1.12
H -2.11 0.50 -0.33
H 1.15 0.16 -1.46
O 0.43 -2.23 0.06
H 0.04 -2.61 -0.73
H 0.38 -2.89 0.76
*
```

three) The following is a quantum chemistry calculation of the molecule C3H7NO3, from OMol25.

The value obtained for the highest occupied orbital energy is -0.3649 Eh. The SMILES is O=C(O)NCCO. Its lowest unoccupied orbital energy is 0.0255 Eh. The calculation puts the frontier orbital gap at 10.6 eV.

```
! RIJCOSX wB97M-V def2-TZVPD def2/J DEFGRID3
* xyz 0 1
O 2.37 -1.64 0.21
C 1.61 -0.93 -0.40
O 2.00 0.06 -1.24
N 0.25 -1.04 -0.34
C -0.68 0.04 -0.59
C -0.96 0.89 0.63
O -2.11 0.37 1.27
H 2.95 -0.04 -1.38
H 0.01 -1.64 0.45
H -0.30 0.67 -1.38
H -1.61 -0.41 -0.94
H -1.13 1.93 0.33
H -0.09 0.88 1.30
H -2.29 0.85 2.09
*
```

four) The following is a quantum chemistry calculation of the molecule C3H7NO3, from OMol25.

The value obtained for the highest occupied orbital energy is -0.3710 Eh. The SMILES is O=C(O)NCCO. Its lowest unoccupied orbital energy is 0.0138 Eh. The calculation puts the frontier orbital gap at 10.5 eV.

```
! RIJCOSX wB97M-V def2-TZVPD def2/J DEFGRID3
* xyz 0 1
O -2.36 1.11 -0.59
C -1.40 0.59 -0.09
O -1.51 -0.34 0.88
N -0.13 1.04 -0.32
C 1.14 0.48 0.18
C 1.23 -1.03 -0.09
O 2.53 -1.58 -0.11
H -0.75 -0.35 1.45
H 0.00 1.92 -0.79
H 1.33 0.89 1.18
H 1.87 0.87 -0.53
H 0.53 -1.64 0.49
H 0.97 -1.04 -1.15
H 2.98 -1.39 0.71
*
```

Of them, the most stable is three) and the least stable is two).

one) The following is a quantum chemistry calculation of the molecule C3H7NO3, from OMol25.

The value obtained for the highest occupied orbital energy is -0.3685 Eh. The SMILES is CN(C)OC(=O)O. Its lowest unoccupied orbital energy is 0.0217 Eh. The calculation puts the frontier orbital gap at 10.6 eV.

```
! RIJCOSX wB97M-V def2-TZVPD def2/J DEFGRID3
* xyz 0 1
C -0.09 -1.37 -0.93
N -0.59 -0.18 -0.27
C -1.25 -0.46 0.99
O 0.84 0.50 0.26
C 0.87 1.72 -0.28
O 0.03 2.21 -1.02
O 2.00 2.39 0.08
H -0.96 -1.96 -1.26
H 0.44 -1.08 -1.84
H 0.56 -1.98 -0.30
H -1.54 0.48 1.47
H -0.63 -1.05 1.68
H -2.18 -1.00 0.77
H 2.50 1.79 0.65
*
```

two) The following is a quantum chemistry calculation of a cluster of 2 separate species, C3H7NO3 in total, from OMol25.

The value obtained for the highest occupied orbital energy is -0.3792 Eh. The SMILES is C/N=C\O.O=CO. Its lowest unoccupied orbital energy is 0.0258 Eh. The calculation puts the frontier orbital gap at 11.0 eV.

```
! RIJCOSX wB97M-V def2-TZVPD def2/J DEFGRID3
* xyz 0 1
C -1.54 -0.63 -0.59
N -0.20 -0.17 -1.00
C 0.04 1.07 -0.98
O -0.84 1.97 -0.54
H -2.24 -0.65 -1.41
H -1.42 -1.87 -0.51
H -1.82 -0.39 0.41
H 0.87 1.48 -1.53
H -1.33 1.44 0.08
O 0.85 0.23 2.08
C 1.81 -0.22 1.53
O 1.91 -1.04 0.52
H 2.93 -0.19 1.96
H 0.99 -1.02 -0.01
*
```

three) The following is a quantum chemistry calculation of a structure of composition C3H7NO3, from OMol25.

The value obtained for the highest occupied orbital energy is -0.3338 Eh. Its lowest unoccupied orbital energy is 0.0231 Eh. The calculation puts the frontier orbital gap at 9.7 eV.

```
! RIJCOSX wB97M-V def2-TZVPD def2/J DEFGRID3
* xyz 0 1
C 2.45 -0.30 0.00
C 0.32 0.19 0.14
C -1.82 -1.28 0.11
H 2.52 -0.52 1.22
H 2.90 -1.25 -0.58
H 2.82 1.02 -0.29
H -1.09 -2.12 0.46
H -2.70 -1.65 -0.65
H -2.25 -1.05 1.13
H -1.43 1.89 -0.47
N -1.00 -0.06 -0.19
O 1.18 -0.77 -0.24
O 0.71 1.31 0.18
O -1.84 1.01 -0.07
*
```

four) The following is a quantum chemistry calculation of the molecule C3H7NO3, from OMol25.

The value obtained for the highest occupied orbital energy is -0.3577 Eh. The SMILES is C=C[C@@H](O)OON. Its lowest unoccupied orbital energy is 0.0292 Eh. The calculation puts the frontier orbital gap at 10.5 eV.

```
! RIJCOSX wB97M-V def2-TZVPD def2/J DEFGRID3
* xyz 0 1
C 2.49 -0.82 -0.02
C 1.56 0.06 -0.34
C 0.36 0.36 0.52
O 0.06 1.72 0.47
O -0.58 -0.42 -0.15
O -2.00 -0.11 0.48
N -2.97 -0.23 -0.42
H 3.39 -0.94 -0.61
H 2.43 -1.42 0.87
H 1.62 0.66 -1.23
H 0.48 0.00 1.56
H -0.84 1.83 0.80
H -2.93 0.47 -1.15
H -3.07 -1.17 -0.78
*
```

Of them, the most stable is two) and the least stable is three).

one) The following is a quantum chemistry calculation of a structure of composition C3H7NO3, from OMol25.

The value obtained for the highest occupied orbital energy is -0.2994 Eh. Its lowest unoccupied orbital energy is 0.0061 Eh. The calculation puts the frontier orbital gap at 8.3 eV.

```
! RIJCOSX wB97M-V def2-TZVPD def2/J DEFGRID3
* xyz 0 1
C -0.91 -0.68 0.31
C -0.21 0.10 -0.66
C -0.26 1.52 -0.21
N 2.10 -0.64 0.53
O 1.08 -1.08 -0.31
O -1.63 1.39 -0.11
O -1.65 -1.73 0.05
H -1.84 -1.80 -0.90
H -0.77 -0.52 1.37
H -0.38 -0.10 -1.71
H 2.29 0.34 0.36
H 1.82 -0.75 1.50
H 0.27 1.72 0.73
H 0.09 2.24 -0.97
*
```

two) The following is a quantum chemistry calculation of a structure of composition C3H7NO3, from OMol25.

The value obtained for the highest occupied orbital energy is -0.3333 Eh. Its lowest unoccupied orbital energy is 0.0213 Eh. The calculation puts the frontier orbital gap at 9.6 eV.

```
! RIJCOSX wB97M-V def2-TZVPD def2/J DEFGRID3
* xyz 0 1
C -0.17 1.91 -0.47
C -0.32 -0.41 -0.49
N 0.71 -1.72 1.21
C -0.22 -1.29 -1.47
O 0.04 -0.52 0.82
O -0.91 0.83 -0.68
O 0.00 2.39 1.52
H -0.16 1.54 1.95
H 0.07 -2.48 1.00
H 1.52 -1.80 0.60
H -0.77 2.78 -0.73
H 0.61 2.06 0.51
H 0.17 -2.28 -1.32
H -0.56 -1.01 -2.46
*
```

three) The following is a quantum chemistry calculation of a cluster of 2 separate species, C3H7NO3 in total, from OMol25.

The value obtained for the highest occupied orbital energy is -0.3936 Eh. Its lowest unoccupied orbital energy is -0.0893 Eh. The calculation puts the frontier orbital gap at 8.3 eV.

```
! RIJCOSX wB97M-V def2-TZVPD def2/J DEFGRID3
* xyz 0 1
O 0.28 -1.22 0.69
C 0.86 -0.26 0.20
N 0.46 0.29 -1.18
C 0.05 1.15 -0.01
O -1.10 1.30 0.41
C 2.36 -0.03 0.40
H -0.37 -0.21 -1.51
H 0.56 2.12 0.00
H 2.74 -0.72 -0.37
H 2.82 -0.37 1.37
H 2.76 0.94 0.12
H -1.79 -1.55 -0.17
H -2.23 -0.12 -0.03
O -2.49 -0.95 -0.46
*
```

Of them, the most stable is three) and the least stable is two).